(1)
ORCA calculation (ωB97M-V/def2-TZVPD) on a single C17H11ClF5N5OS molecule.

Output
- HOMO energy: -8.96 eV
- DFT total energy: -2361.0263 a.u.
- SMILES: NC1=N[C@](CF)(c2cc(NC(=O)c3cnc(Cl)cn3)cc(F)c2F)[C@H]2[C@@H](S1)C2(F)F
- LUMO: -0.897 eV
- Multiplicity: 1
- M: 463.819 g/mol

Each line ends with the natural charge from an NBO analysis.
Cartesian coordinates (Å):
N 0.464013 -1.964822 -3.588990  -0.8052
C -0.634189 -1.149358 -3.411375  0.3053
N -0.559246 -0.498842 -2.298484  -0.5443
C -1.526550 0.532342 -1.845045  0.0728
C -0.966547 1.951042 -2.471931  0.0731
F -1.353843 3.082140 -1.889127  -0.3438
C -1.578678 0.465933 -0.314695  -0.0847
C -0.630105 -0.359387 0.404897  -0.1693
C -0.433479 -0.187973 1.775822  0.1212
N 0.711978 -0.690033 2.419753  -0.5886
C 1.989356 -0.516332 1.863456  0.6237
O 2.182845 -0.153551 0.673945  -0.5850
C 3.174618 -0.455751 2.702583  0.0403
C 4.302136 0.335814 2.170387  0.0693
N 5.497611 0.429224 2.836483  -0.3793
C 5.618825 -0.267051 3.997425  0.1577
Cl 7.288711 -0.103474 4.597085  0.0271
C 4.529863 -0.933091 4.519482  -0.0440
N 3.300113 -0.994649 3.978101  -0.3570
C -1.192587 0.658846 2.488972  -0.2632
C -2.213643 1.438022 1.867881  0.3190
F -2.705366 2.477998 2.603042  -0.3084
C -2.419146 1.311094 0.511723  0.3762
F -3.419054 2.052161 0.042673  -0.3129
C -3.015380 0.438255 -2.400911  -0.2849
C -3.236061 -0.266751 -3.771775  -0.4271
S -1.983097 -1.322722 -4.547877  0.2588
C -3.766294 -0.865686 -2.498839  0.6679
F -5.097436 -0.815551 -2.343677  -0.3158
F -3.185520 -1.897426 -1.816657  -0.3171
H 0.787220 -2.226586 -2.700713  0.4097
H 0.382747 -2.612264 -4.387891  0.3876
H 0.156721 1.807684 -2.524681  0.1823
H -1.357165 2.059881 -3.501330  0.1608
H 0.050103 -1.126737 -0.031386  0.2615
H 0.793675 -0.546463 3.425128  0.4066
H 4.237589 0.691896 1.190487  0.2333
H 4.475652 -1.576188 5.469430  0.2281
H -0.988788 0.614573 3.577588  0.2192
H -3.623676 1.344558 -2.314674  0.2650
H -4.057924 -0.160776 -4.456287  0.2638

Force components x, y, z for each atom (eV/Å):
-1.488 0.032 -3.133
0.136 0.547 2.118
-1.642 1.283 -0.735
-0.992 0.204 -1.161
1.079 -2.878 -1.182
-0.314 1.119 1.602
0.853 -0.239 2.047
-0.263 0.339 -1.009
0.424 -0.090 -1.462
2.498 -0.692 0.258
-1.582 1.989 -3.277
-0.865 -1.492 2.333
3.707 0.853 2.750
0.198 -2.676 3.195
-2.238 -0.987 -0.127
0.631 1.793 -2.188
-1.506 -0.654 0.286
-1.315 -2.058 2.697
0.293 1.107 -3.386
-1.991 1.302 1.414
2.342 -0.554 1.558
-0.439 -1.074 -0.802
1.014 -0.763 -0.449
-0.154 0.366 -0.909
0.177 -0.265 -1.001
0.621 -2.606 0.941
0.521 0.716 -0.089
1.409 1.680 1.442
-0.124 -0.514 0.199
-0.842 0.175 -0.981
0.949 -0.816 0.852
0.439 0.170 1.198
-1.168 0.549 0.384
0.271 -0.748 0.193
-0.950 1.209 -0.306
-0.518 -0.356 -0.206
-0.041 0.924 -1.109
1.071 1.401 -1.241
-0.506 0.953 -0.664
0.331 -0.294 0.239
-0.024 1.046 -0.288

(2)
ORCA calculation (ωB97M-V/def2-TZVPD) on C4H5NO as an isolated structure.

Output
- HOMO energy: -9.33 eV
- DFT total energy: -285.2690 a.u.
- LUMO: 0.748 eV
- Multiplicity: 1
- ΔE to the lowest compared entry with this formula, charge and spin: 91.4 kcal/mol
- M: 83.090 g/mol

Each line ends with the natural charge from an NBO analysis.
Cartesian coordinates (Å):
O 1.707464 0.241441 -0.400686  -0.6638
C 0.833087 0.028174 0.608033  0.2038
C -0.669970 1.193190 0.424112  -0.4690
C -0.527832 -0.284901 0.285923  -0.3058
C -0.519994 -1.403762 -1.078427  0.1736
N -0.649734 -2.170481 -1.954272  -0.3541
H 1.305184 -0.022835 -1.248106  0.4891
H 1.340840 -0.385999 1.482742  0.2088
H -1.500279 1.633730 1.027495  0.2309
H -0.250407 1.916660 -0.264656  0.2242
H -1.068358 -0.745215 1.117841  0.2624

Force components x, y, z for each atom (eV/Å):
-0.178 0.149 -0.171
-0.492 0.841 0.519
0.926 -0.566 -0.125
-0.045 -1.903 -1.708
-1.525 0.737 0.304
0.558 1.575 1.794
0.099 0.077 0.178
-0.484 0.739 0.133
1.012 -0.855 -0.103
0.015 -0.468 -0.264
0.114 -0.326 -0.557

(3)
ORCA calculation (ωB97M-V/def2-TZVPD) on H6MgO15S3 as an isolated structure.

Output
- HOMO energy: 2.76 eV
- DFT total energy: -2526.4711 a.u.
- Charge: -4
- LUMO: 5.363 eV
- Multiplicity: 1
- ΔE to the lowest compared entry with this formula, charge and spin: 150.8 kcal/mol
- M: 366.539 g/mol

Each line ends with the natural charge from an NBO analysis.
Cartesian coordinates (Å):
Mg -0.074780 0.143699 -0.098895  1.0677
S -1.460543 4.776466 1.993237  2.5988
O -2.524902 4.981954 1.042785  -1.1040
O -1.918800 4.670633 3.382955  -1.0559
O -0.923986 3.457674 1.707201  -1.0502
O -0.414953 5.783152 1.805658  -1.1182
S 1.011509 -3.641001 -3.659307  2.6034
O 0.272568 -4.891095 -3.495445  -1.0890
O 2.383344 -3.771361 -3.279389  -1.0994
O 0.955850 -3.114827 -5.044573  -1.1246
O 0.471268 -2.618956 -2.770301  -1.0764
S -0.549207 -2.957825 4.111910  2.5787
O 0.837353 -3.365317 4.299788  -1.0453
O -0.640995 -2.196179 2.874055  -0.9768
O -1.500696 -4.108008 4.021224  -1.0887
O -0.906875 -2.004242 5.131740  -1.0247
O -3.177935 0.543053 -1.346578  -0.9422
H -3.536942 1.428548 -1.289630  0.4791
H -3.583731 0.169422 -2.128859  0.4659
O 1.271531 2.471966 -2.691122  -0.9264
H 1.966890 3.124618 -2.608916  0.4628
H 1.067725 2.454918 -3.626210  0.4639
O 3.271604 -0.394187 0.557960  -0.9368
H 3.793774 -0.890062 -0.072653  0.4767
H 3.910927 -0.053043 1.183366  0.4618

Force components x, y, z for each atom (eV/Å):
-0.055 -0.354 0.387
0.560 0.126 0.477
-2.426 1.064 -1.337
-0.571 0.903 0.963
1.820 -3.421 -0.754
0.704 1.170 0.274
-0.663 0.621 -1.243
-0.591 -0.909 -0.293
3.710 -1.093 0.708
-0.485 -0.245 -0.897
-1.981 2.039 1.655
-0.774 -1.912 -0.300
1.187 -0.976 0.227
-0.170 1.565 -2.955
0.746 0.400 0.562
-0.983 1.108 2.371
0.177 -0.122 0.088
0.060 0.406 0.275
0.075 -0.275 -0.202
-0.059 -0.091 0.102
0.114 0.170 0.216
-0.116 -0.198 -0.214
-0.156 0.264 -0.081
-0.095 -0.334 -0.318
-0.028 0.094 0.291

(4)
ORCA calculation (ωB97M-V/def2-TZVPD) on a 2-piece molecular cluster, C4H9N3 overall.

Output
- HOMO energy (spin up / spin down): -10.38 / -10.04 eV
- DFT total energy: -321.8981 a.u.
- LUMO (spin up / spin down): -0.526 / -2.193 eV
- Multiplicity: 1
- ΔE to the lowest compared entry with this formula, charge and spin: 120.7 kcal/mol
- M: 99.137 g/mol

Each line ends with the natural charge from an NBO analysis.
Cartesian coordinates (Å):
C 1.986599 0.891998 -0.451103  0.3535
C -1.164562 1.063187 -1.059371  -0.5955
C -0.472364 0.260302 1.273076  -0.6482
C -0.253013 0.115128 -0.244026  -0.0840
N 2.832645 1.690632 -0.282803  -0.2991
N 2.354937 -1.900331 0.148940  -0.6038
N 1.048409 0.082778 -0.751247  -0.2936
H -2.189559 0.902572 -0.678865  0.2212
H -0.995054 2.084364 -0.832993  0.2074
H -1.119333 1.083690 -2.091080  0.2265
H -0.341789 1.363648 1.522117  0.2196
H -0.062366 -0.553499 1.971517  0.2529
H -1.604972 0.209875 1.494436  0.2215
H -0.697980 -0.917592 -0.509862  0.2029
H 2.301274 -2.261092 -0.837519  0.3083
H 3.028390 -1.012275 0.065133  0.3105

Force components x, y, z for each atom (eV/Å):
-0.086 1.294 0.361
-0.765 0.198 2.747
-1.945 1.080 0.964
-2.891 -2.787 0.104
0.077 -0.352 0.016
1.292 2.126 -1.000
1.134 -0.508 -0.894
0.359 -0.216 -0.543
0.595 1.217 0.719
0.211 -0.983 -2.182
0.776 -1.477 0.356
0.123 1.614 -1.285
1.472 -0.276 -0.737
0.829 1.294 0.332
0.245 0.447 0.898
-1.425 -2.671 0.144

(5)
ORCA calculation (ωB97M-V/def2-TZVPD) on a single C6H10BrNO molecule.

Output
- HOMO energy (spin up / spin down): -8.63 / -8.63 eV
- DFT total energy: -2938.4860 a.u.
- LUMO (spin up / spin down): -0.597 / -0.599 eV
- Multiplicity: 1
- ΔE to the lowest compared entry with this formula, charge and spin: 46.3 kcal/mol
- M: 192.056 g/mol

Each line ends with the natural charge from an NBO analysis.
Cartesian coordinates (Å):
C 0.971389 -0.446060 -0.022148  -0.3914
C 0.050266 -0.558060 -1.234845  -0.3911
C 0.197512 -0.483241 1.299368  -0.4963
C -0.918837 0.614720 -1.378271  -0.5104
C -0.595075 0.735439 1.551504  -0.1388
C -1.930728 0.710506 -0.279042  0.0602
N -2.465615 1.845264 0.225726  0.0003
O -1.981894 2.937058 -0.123408  -0.4020
Br -3.022538 -0.809836 0.040377  0.0614
H 1.669155 -1.286174 -0.040925  0.2162
H 1.556278 0.475245 -0.082835  0.1999
H 0.660516 -0.603535 -2.139210  0.2181
H -0.517237 -1.490582 -1.170411  0.2105
H -0.441232 -1.370885 1.334261  0.2282
H 0.912596 -0.575361 2.128527  0.2409
H -0.378341 1.566749 -1.392515  0.2440
H -1.455706 0.520168 -2.329159  0.2299
H -1.343840 0.715214 2.327005  0.2165
H -0.135012 1.693447 1.361608  0.2039

Force components x, y, z for each atom (eV/Å):
-0.230 -0.198 -0.018
0.066 0.133 0.094
0.376 -0.081 -0.038
-0.240 0.072 -0.339
-1.616 -0.253 -2.117
2.678 -0.908 1.968
-0.757 2.106 0.454
-0.080 -1.183 -0.012
-0.148 -0.014 -0.124
0.043 0.081 0.022
0.059 0.013 0.007
-0.053 -0.033 0.005
0.077 -0.007 -0.087
-0.001 0.041 0.098
-0.036 -0.060 0.070
-0.093 -0.049 -0.030
0.052 0.092 -0.008
-0.112 0.057 0.114
0.015 0.192 -0.058

(6)
ORCA calculation (ωB97M-V/def2-TZVPD) on C19H43N2ORhS5Si2 as an isolated structure.

Output
- HOMO energy (spin up / spin down): -12.04 / -12.05 eV
- DFT total energy: -3614.4377 a.u.
- Charge: +2
- LUMO (spin up / spin down): -8.020 / -8.024 eV
- Multiplicity: 1
- ΔE to the lowest compared entry with this formula, charge and spin: 30.6 kcal/mol
- M: 634.979 g/mol

Each line ends with the Mulliken charge.
Cartesian coordinates (Å):
Rh -1.248271 -0.126220 1.171776  -0.1687
C -3.312720 -2.603861 0.495661  -0.9317
C -4.114153 -1.654291 1.363273  -0.7280
S -3.146869 -0.717479 2.565983  -0.0804
C -2.448118 -2.003340 3.635444  -0.8308
C -0.951014 -1.821935 3.850310  -0.8258
S 0.075823 -1.683904 2.367280  -0.0523
C -0.253358 -3.260750 1.529171  -1.0294
C -0.543732 -3.035686 0.060474  -0.0838
S -1.844717 -1.814180 -0.255359  -0.0385
H -2.979691 -3.485850 1.040052  0.4105
H -3.940824 -2.948116 -0.326268  0.5682
H -4.589364 -0.879763 0.759020  0.3888
H -4.910268 -2.191485 1.880763  0.4793
H -2.956994 -1.926540 4.595900  0.5316
H -2.690461 -2.979632 3.218093  0.4043
H -0.746215 -0.897159 4.391264  0.3952
H -0.555741 -2.645228 4.447025  0.5586
H 0.639983 -3.878389 1.628022  0.5614
H -1.067062 -3.770878 2.041507  0.4990
H 0.332048 -2.615027 -0.435090  -0.3880
H -0.819790 -3.961886 -0.447751  0.5643
C -0.986339 3.547236 3.508976  -1.2420
S -0.186614 2.638420 2.215883  0.8359
C 1.512451 2.782192 2.686075  -1.1269
O -0.512444 1.155118 2.546847  -0.6348
H -0.592399 3.239410 4.475913  0.4352
H -2.051187 3.332963 3.439543  0.3362
H -0.812298 4.609358 3.334325  0.4549
H 1.830469 3.808344 2.499039  0.4433
H 2.073838 2.096925 2.051098  0.2609
H 1.625047 2.519680 3.736384  0.4245
C 4.740671 -3.191008 1.117935  -0.9117
N 4.668088 -2.578328 -0.198681  0.2090
C 5.541586 -2.858759 -1.240789  -0.3115
C 5.169453 -2.106656 -2.290993  -0.6022
N 4.068268 -1.381043 -1.873355  0.2002
C 3.754668 -1.666996 -0.591340  -0.1926
S 2.477088 -0.991225 0.311858  -0.2980
H 5.750334 -3.090404 1.509408  0.3607
H 4.477620 -4.245812 1.055365  0.3283
H 4.043056 -2.669906 1.767801  0.2773
H 6.352442 -3.555460 -1.128624  0.4804
H 5.584211 -2.018678 -3.277823  0.4228
H 3.552413 -0.710171 -2.415810  0.0460
C -0.884547 4.320933 -0.938990  -1.1281
Si -1.805799 2.725039 -1.273163  0.0445
C -2.954510 2.253835 0.156586  0.4481
C -2.861591 2.930626 -2.780807  -1.1140
C -0.584783 1.317866 -1.463233  1.5894
Si 0.431873 0.827072 -2.973866  -0.1408
C -0.346768 1.444995 -4.541791  -1.0447
C 2.114568 1.603749 -2.761019  -1.0789
C 0.554140 -1.030588 -3.052272  -0.3265
H -1.440774 4.949112 -0.240499  0.3825
H -0.781734 4.883639 -1.868339  0.3712
H 0.117117 4.163579 -0.539551  0.3526
H -3.126417 3.065141 0.868584  0.4025
H -2.560039 1.399023 0.745543  -0.7033
H -3.927415 1.930531 -0.219568  0.4232
H -3.621255 3.687448 -2.570709  0.3718
H -3.376906 2.009484 -3.057943  0.3252
H -2.290132 3.272025 -3.644140  0.3619
H -0.315293 0.712318 -0.571926  -0.4886
H -0.312903 2.532016 -4.632750  0.3110
H -1.385222 1.129288 -4.650103  0.3649
H 0.213564 1.030984 -5.382928  0.3687
H 2.051221 2.693345 -2.748530  0.4005
H 2.754433 1.333155 -3.606169  0.3456
H 2.584993 1.295056 -1.824384  0.3645
H -0.430244 -1.485065 -3.184820  0.3643
H 1.013730 -1.431819 -2.147721  -0.3868
H 1.161782 -1.326386 -3.911076  0.4190

Force components x, y, z for each atom (eV/Å):
0.426 -1.039 -0.404
-0.058 -0.096 -0.147
-0.114 -0.053 -0.004
-0.141 0.377 -0.152
0.053 -0.029 0.020
-0.061 -0.100 0.015
0.217 0.136 0.061
0.051 -0.036 -0.042
-0.115 -0.212 -0.111
0.013 0.279 0.033
-0.010 0.034 0.065
0.027 -0.053 0.008
-0.003 -0.015 -0.003
0.018 -0.021 -0.012
0.002 -0.029 -0.002
0.030 0.002 -0.016
0.008 0.006 -0.007
-0.034 0.010 0.029
0.003 0.034 -0.002
-0.010 -0.007 -0.012
0.021 -0.005 0.028
0.025 -0.009 0.034
0.007 0.106 0.123
-0.200 -0.698 -0.190
0.156 0.108 0.042
0.154 1.106 0.577
-0.025 -0.008 0.011
-0.002 0.014 -0.018
0.012 0.006 0.035
0.029 0.001 0.037
-0.003 -0.003 -0.007
0.019 -0.019 -0.003
-0.026 0.061 -0.012
0.060 -0.088 0.008
-0.003 0.037 0.046
-0.039 0.020 0.024
0.005 -0.012 -0.072
-0.060 0.082 0.040
0.066 -0.013 -0.116
0.004 -0.003 0.004
-0.009 0.001 0.007
0.010 -0.021 0.008
-0.003 -0.015 -0.003
0.004 0.001 -0.011
0.008 0.017 0.003
0.255 0.104 0.014
-0.480 0.144 0.396
0.131 -0.006 0.194
0.104 -0.111 -0.320
-0.106 -0.216 0.135
0.077 -0.069 -0.393
-0.134 0.140 -0.006
0.142 0.185 0.293
-0.088 -0.122 0.133
-0.026 -0.042 0.007
0.014 -0.034 -0.027
-0.003 0.034 0.038
-0.044 0.061 -0.087
-0.190 0.366 -0.163
-0.014 0.021 -0.020
-0.007 -0.002 0.065
-0.029 0.010 0.002
-0.053 0.010 0.007
-0.144 -0.210 -0.062
0.022 -0.010 0.002
0.016 -0.030 -0.029
0.005 -0.010 -0.018
-0.014 0.004 -0.041
-0.029 -0.042 -0.005
0.032 -0.037 -0.026
0.011 -0.014 0.002
0.034 -0.014 0.013
0.007 0.031 -0.020

The highest M belongs to which entry? C19H43N2ORhS5Si2

multiplicity of number 4 (C4H9N3)? 1

Which formula does entry 1 have? C17H11ClF5N5OS

The lowest M belongs to which entry? C4H5NO